1.
Density functional theory data (wB97M-V/def2-TZVPD) for a 12-piece molecular cluster, C54H141N9O18 overall in a non-equilibrium geometry.

```
222
Properties=species:S:1:pos:R:3:lowdin_charge:R:1
C -2.09 -0.43 0.52 -0.039
C -1.46 0.16 -0.72 -0.426
C 0.03 -0.21 -0.83 -0.201
O 0.70 0.06 0.33 -0.179
C 2.06 -0.32 0.38 -0.090
N -2.24 -0.33 -1.79 0.089
H -3.16 -0.21 0.63 0.071
H -1.64 0.03 1.40 0.066
H -2.01 -1.51 0.55 0.065
H -1.58 1.24 -0.64 0.115
H 0.53 0.26 -1.68 0.107
H 0.07 -1.30 -0.92 0.124
H 2.61 0.58 0.66 0.060
H 2.51 -0.63 -0.56 0.081
H 2.33 -1.12 1.08 0.084
H -2.22 -1.32 -1.59 0.025
H -1.56 -0.39 -2.53 0.039
C -4.11 4.28 -4.05 -0.040
C -5.49 3.85 -3.41 -0.367
C -5.58 2.27 -3.03 -0.143
O -5.45 1.42 -4.19 -0.207
C -5.23 0.02 -3.92 -0.105
N -5.68 4.62 -2.20 0.019
H -3.36 4.26 -3.25 0.067
H -4.26 5.21 -4.58 0.075
H -3.91 3.57 -4.85 0.056
H -6.25 4.09 -4.16 0.128
H -6.54 2.01 -2.57 0.103
H -4.77 1.91 -2.39 0.103
H -4.32 -0.26 -3.38 0.043
H -5.13 -0.54 -4.85 0.090
H -5.99 -0.38 -3.25 0.071
H -6.65 4.53 -1.95 0.085
H -5.60 5.58 -2.51 0.090
C 3.40 -6.17 -1.43 -0.056
C 3.25 -4.99 -0.49 -0.382
C 2.31 -3.89 -1.06 -0.145
O 3.07 -3.18 -2.10 -0.220
C 2.26 -2.72 -3.18 -0.096
N 2.67 -5.49 0.80 0.069
H 3.81 -5.72 -2.33 0.080
H 2.52 -6.78 -1.62 0.053
H 4.15 -6.87 -1.06 0.083
H 4.24 -4.57 -0.33 0.130
H 2.03 -3.18 -0.29 0.094
H 1.42 -4.34 -1.51 0.108
H 1.46 -2.12 -2.75 0.057
H 1.86 -3.53 -3.80 0.085
H 2.80 -2.13 -3.91 0.085
H 2.59 -4.67 1.38 0.025
H 1.71 -5.75 0.63 0.026
C -5.90 -7.67 -2.39 -0.151
O -6.13 -6.63 -1.54 -0.180
C -5.01 -6.33 -0.69 -0.202
C -5.30 -5.20 0.29 -0.190
N -5.43 -3.89 -0.37 -0.064
C -5.90 -2.88 0.58 -0.191
C -5.92 -1.51 -0.15 -0.169
O -6.17 -0.46 0.87 -0.193
C -6.07 0.86 0.34 -0.110
H -5.81 -8.61 -1.83 0.091
H -5.09 -7.50 -3.10 0.090
H -6.78 -7.84 -3.00 0.092
H -4.07 -6.17 -1.22 0.101
H -4.92 -7.21 -0.06 0.124
H -4.56 -5.23 1.09 0.118
H -6.30 -5.41 0.69 0.122
H -6.08 -3.97 -1.14 0.119
H -5.28 -2.82 1.48 0.121
H -6.92 -3.05 0.92 0.120
H -6.57 -1.61 -1.02 0.115
H -4.95 -1.27 -0.58 0.091
H -6.30 1.62 1.08 0.085
H -6.70 1.04 -0.53 0.069
H -5.06 0.97 -0.06 0.055
C -3.98 7.72 2.91 -0.110
O -4.56 7.41 1.65 -0.199
C -5.30 6.18 1.55 -0.187
C -4.45 4.87 1.41 -0.197
N -3.82 4.79 0.12 -0.061
C -2.88 3.69 -0.02 -0.193
C -1.62 3.81 0.92 -0.149
O -1.89 3.17 2.21 -0.206
C -0.88 3.27 3.18 -0.125
H -3.40 6.88 3.29 0.074
H -4.74 8.07 3.62 0.082
H -3.36 8.61 2.83 0.085
H -6.02 6.30 0.74 0.113
H -5.90 6.14 2.45 0.110
H -5.19 4.08 1.46 0.106
H -3.76 4.85 2.26 0.103
H -4.56 4.66 -0.56 0.044
H -2.48 3.64 -1.03 0.098
H -3.35 2.71 -0.03 0.095
H -1.15 4.79 0.96 0.131
H -0.88 3.20 0.39 0.069
H 0.10 2.96 2.81 0.054
H -1.29 2.63 3.96 0.080
H -0.79 4.26 3.62 0.087
C 2.89 1.30 -4.02 -0.115
O 4.29 1.52 -3.88 -0.192
C 4.64 2.27 -2.68 -0.200
C 6.12 2.53 -2.44 -0.180
N 6.87 1.41 -1.80 -0.049
C 6.99 0.25 -2.70 -0.196
C 7.51 -0.96 -1.90 -0.213
O 6.90 -1.29 -0.67 -0.178
C 5.51 -1.55 -0.80 -0.117
H 2.38 0.90 -3.15 0.068
H 2.79 0.62 -4.86 0.093
H 2.47 2.28 -4.24 0.085
H 4.20 1.81 -1.80 0.096
H 4.16 3.25 -2.72 0.103
H 6.21 3.45 -1.85 0.092
H 6.64 2.73 -3.38 0.123
H 6.34 1.16 -0.98 0.065
H 7.72 0.57 -3.44 0.123
H 6.09 0.01 -3.27 0.102
H 8.57 -0.92 -1.65 0.121
H 7.61 -1.82 -2.55 0.117
H 5.13 -2.00 -1.71 0.088
H 5.03 -0.58 -0.77 0.058
H 5.09 -2.01 0.09 0.081
C 0.64 -2.14 7.01 -0.105
O 1.12 -1.04 7.76 -0.157
C 1.02 0.27 7.10 -0.142
C 1.83 0.26 5.79 -0.128
N 1.89 1.60 5.23 0.188
C 2.41 1.63 3.87 -0.082
C 3.80 0.83 3.71 -0.140
O 4.37 0.94 2.39 -0.181
C 5.57 0.21 2.29 -0.088
H -0.38 -2.00 6.67 0.091
H 0.41 -3.04 7.58 0.101
H 1.36 -2.51 6.27 0.069
H 1.44 1.06 7.73 0.127
H -0.01 0.60 7.02 0.122
H 1.36 -0.39 5.06 0.135
H 2.82 -0.08 6.08 0.166
H 2.17 2.41 5.77 0.181
H 2.48 2.67 3.55 0.129
H 1.70 1.12 3.21 0.134
H 3.59 -0.20 3.99 0.111
H 4.51 1.21 4.44 0.129
H 6.29 0.52 3.05 0.098
H 6.03 0.44 1.34 0.088
H 5.40 -0.87 2.35 0.097
C 8.35 8.36 -0.27 -0.125
O 7.03 8.13 -0.68 -0.210
C 6.92 7.48 -1.96 -0.176
C 5.43 7.15 -2.27 -0.205
N 4.97 5.92 -1.68 -0.056
C 4.66 5.98 -0.24 -0.179
C 3.95 4.68 0.15 -0.249
O 2.63 4.68 -0.31 -0.155
C 1.96 3.45 -0.11 -0.095
H 8.88 7.41 -0.29 0.080
H 8.33 8.73 0.76 0.091
H 8.92 8.99 -0.95 0.086
H 7.42 6.51 -1.87 0.113
H 7.42 8.03 -2.76 0.118
H 5.28 7.06 -3.35 0.115
H 4.72 7.95 -2.07 0.118
H 4.12 5.72 -2.20 0.100
H 4.02 6.79 0.12 0.122
H 5.54 6.05 0.40 0.118
H 3.94 4.74 1.24 0.111
H 4.59 3.84 -0.09 0.112
H 0.98 3.38 -0.58 0.082
H 1.92 3.16 0.94 0.073
H 2.47 2.65 -0.65 0.062
C 0.79 -8.31 -0.44 -0.109
O 0.43 -7.04 0.08 -0.243
C -0.99 -6.87 0.03 -0.179
C -1.38 -5.43 0.45 -0.181
N -0.99 -5.14 1.86 -0.011
C -0.65 -3.70 1.93 -0.188
C 0.19 -3.46 3.21 -0.214
O 1.42 -4.00 2.80 -0.248
C 2.24 -4.32 3.95 -0.071
H 0.04 -9.07 -0.23 0.089
H 1.74 -8.55 0.04 0.098
H 0.96 -8.36 -1.51 0.083
H -1.46 -7.53 0.76 0.125
H -1.26 -7.09 -1.01 0.123
H -2.42 -5.18 0.24 0.086
H -0.93 -4.77 -0.30 0.090
H -0.12 -5.62 2.05 0.090
H -1.56 -3.10 1.94 0.102
H -0.03 -3.40 1.08 0.101
H -0.29 -3.84 4.11 0.125
H 0.38 -2.39 3.34 0.106
H 2.95 -5.11 3.72 0.093
H 1.67 -4.61 4.83 0.081
H 2.77 -3.41 4.23 0.071
C -1.16 -3.64 -3.37 -0.063
C -2.60 -3.72 -2.83 -0.280
O -2.65 -3.07 -1.58 -0.120
H -0.72 -2.67 -3.17 0.044
H -1.21 -3.74 -4.46 0.081
H -0.47 -4.40 -2.99 0.056
H -3.04 -4.72 -2.88 0.103
H -3.19 -3.15 -3.55 0.104
H -3.47 -3.27 -1.13 0.047
C -1.82 1.30 -4.84 -0.077
C -0.41 1.17 -4.37 -0.321
O -0.10 -0.21 -4.33 -0.098
H -2.10 2.35 -4.85 0.062
H -2.60 0.73 -4.33 0.052
H -1.98 1.01 -5.88 0.086
H -0.29 1.58 -3.36 0.105
H 0.20 1.73 -5.08 0.111
H 0.04 -0.50 -5.23 0.097
C -3.41 -0.42 4.00 -0.075
C -3.18 -0.35 5.50 -0.312
O -3.75 -1.52 6.13 -0.079
H -2.70 0.24 3.51 0.048
H -4.39 -0.03 3.71 0.081
H -3.24 -1.44 3.65 0.074
H -3.70 0.51 5.92 0.112
H -2.12 -0.23 5.71 0.077
H -4.58 -1.25 6.52 0.082
```

* HOMO (spin up / spin down): -9.78 / -9.78 eV
* total charge: +1
* spin multiplicity: 2
* HOMO-LUMO gap (spin up / spin down): 6.94 / 2.10 eV

***

2.
Density functional theory data (wB97M-V/def2-TZVPD) for one molecule with the formula C17H13N5O3S in a non-equilibrium geometry.

```
39
Properties=species:S:1:pos:R:3:lowdin_charge:R:1
O 2.88 -1.01 1.73 0.083
C 2.08 -0.30 1.10 -0.356
C 2.49 1.02 0.69 0.048
C 1.66 1.80 -0.11 -0.162
C 1.99 3.23 -0.41 -0.468
C 3.12 3.88 0.03 -0.116
C 3.12 5.33 -0.19 -0.153
C 1.93 5.71 -0.75 -0.403
S 0.86 4.37 -1.15 1.010
C 0.35 1.23 -0.64 -0.108
C 0.25 -0.30 -0.46 -0.241
C -1.10 -0.81 -0.85 -0.192
C -1.23 -1.53 -2.06 -0.022
C -2.48 -2.03 -2.45 -0.086
C -3.60 -1.74 -1.70 -0.095
C -3.51 -1.03 -0.50 -0.075
C -2.28 -0.56 -0.08 -0.038
C 0.59 -0.62 1.02 -0.131
N 0.29 -2.03 1.30 -0.099
N 0.72 -3.05 0.53 0.109
N 0.02 -4.07 0.83 0.132
C -0.90 -3.64 1.77 -0.279
N -1.83 -4.46 2.43 -0.340
O -2.65 -3.95 3.20 0.080
O -1.80 -5.65 2.18 0.095
N -0.70 -2.39 2.11 0.232
H 3.47 1.39 1.07 0.131
H 3.99 3.39 0.48 0.108
H 3.88 6.03 0.20 0.109
H 1.68 6.75 -0.96 0.070
H 0.25 1.48 -1.75 0.157
H -0.51 1.67 -0.17 0.117
H 1.00 -0.75 -1.12 0.152
H -0.34 -1.72 -2.66 0.115
H -2.50 -2.66 -3.33 0.107
H -4.57 -2.12 -2.03 0.109
H -4.40 -0.89 0.11 0.111
H -2.24 0.01 0.85 0.111
H 0.04 0.02 1.72 0.177
```

* HOMO: -9.10 eV
* total charge: 0
* SMILES: O=C1C=C(c2cccs2)C[C@H](c2ccccc2)[C@H]1n1nnc([N+](=O)[O-])n1
* HOMO-LUMO gap: 8.17 eV
* relative energy (zero: lowest compared OMol25 entry of this formula, charge and spin): 499.3 kJ/mol

***

3.
Density functional theory data (wB97M-V/def2-TZVPD) for C20H21F6N5O5S8SbZr as an isolated structure.

```
67
Properties=species:S:1:pos:R:3:lowdin_charge:R:1
Zr 0.04 -0.65 0.05 1.070
N -1.02 -2.42 -1.28 -0.134
C -1.86 -1.98 -2.41 -0.231
C -1.16 -0.83 -3.10 -0.223
N -0.86 0.19 -2.09 -0.061
H -0.36 -3.14 -1.56 0.074
H -1.59 -2.83 -0.55 0.017
H -2.81 -1.64 -2.00 0.111
H -2.06 -2.79 -3.12 0.118
H -1.78 -0.44 -3.92 0.121
H -0.21 -1.16 -3.54 0.116
H -1.71 0.62 -1.75 0.082
H -0.27 0.90 -2.50 0.045
S -1.41 -0.73 4.41 -0.231
Sb 0.46 -1.55 3.42 -0.172
S 1.32 0.21 2.01 -0.007
S -0.10 -2.77 1.41 -0.016
S 2.06 -2.63 4.58 -0.246
N -0.22 6.35 2.29 0.097
C -0.42 6.07 1.00 -0.848
S -0.67 7.21 -0.15 0.654
C -0.39 4.61 0.68 -0.235
C 0.23 4.15 -0.47 -0.010
C 0.27 2.78 -0.69 -0.109
N -0.27 1.88 0.13 -0.065
C -0.88 2.34 1.23 -0.160
C -0.97 3.68 1.54 0.011
H -0.22 7.31 2.59 0.099
H 0.04 5.63 2.94 0.111
H 0.69 4.84 -1.17 0.105
H 0.78 2.41 -1.57 0.078
H -1.29 1.59 1.90 0.072
H -1.50 3.99 2.43 0.123
C -10.13 3.38 3.26 -0.083
C -8.80 2.80 2.83 -0.757
O -7.86 3.47 2.50 0.037
S -8.78 1.01 2.86 1.006
C -7.15 0.69 2.25 -0.547
C -6.15 0.33 3.14 -0.081
C -4.87 0.06 2.68 -0.010
C -4.58 0.17 1.32 -0.238
C -5.60 0.53 0.43 -0.031
C -6.88 0.77 0.89 -0.097
C -3.25 -0.08 0.87 -0.108
C -2.11 -0.34 0.51 -0.191
H -9.94 4.15 4.01 0.086
H -10.80 2.62 3.66 0.058
H -10.59 3.85 2.39 0.087
H -6.37 0.26 4.20 0.107
H -4.07 -0.22 3.36 0.064
H -5.37 0.61 -0.63 0.110
H -7.66 1.05 0.20 0.107
F 3.27 2.75 -1.96 0.133
C 3.83 1.54 -2.00 -0.676
F 4.78 1.54 -2.93 0.152
F 4.35 1.28 -0.82 0.170
S 2.51 0.32 -2.47 0.613
O 1.88 0.06 -1.16 -0.472
O 1.67 1.03 -3.40 -0.285
N 3.14 -0.91 -3.16 -0.286
S 4.14 -1.96 -2.48 0.612
O 4.48 -2.93 -3.47 -0.267
O 5.16 -1.33 -1.70 -0.261
C 3.06 -2.86 -1.25 -0.665
F 3.20 -2.37 -0.04 0.146
F 1.77 -2.73 -1.63 0.051
F 3.36 -4.15 -1.24 0.159
```

* HOMO: -4.91 eV
* total charge: -1
* HOMO-LUMO gap: 6.08 eV
* relative energy (zero: lowest compared OMol25 entry of this formula, charge and spin): 167.6 kJ/mol

***

4.
Density functional theory data (wB97M-V/def2-TZVPD) for one molecule with the formula C7H10 in a non-equilibrium geometry.

```
17
Properties=species:S:1:pos:R:3:lowdin_charge:R:1
C 2.02 0.79 0.29 -0.005
C 0.99 1.14 -0.48 -0.165
C -0.07 0.25 -1.00 -0.293
C -0.11 -1.28 -0.73 -0.121
C -1.25 -1.13 0.26 -0.163
C -0.96 -0.12 1.29 -0.138
C -1.23 0.48 -0.03 -0.152
H 2.62 1.55 0.76 0.052
H 2.33 -0.24 0.39 0.057
H 0.81 2.20 -0.65 0.111
H -0.35 0.47 -2.04 0.141
H 0.81 -1.74 -0.35 0.100
H -0.43 -1.83 -1.62 0.110
H -1.98 -1.94 0.41 0.127
H 0.03 -0.05 1.74 0.095
H -1.79 0.02 1.98 0.113
H -1.90 1.32 -0.20 0.131
```

* HOMO: -9.04 eV
* total charge: 0
* SMILES: C=C[C@H]1C[C@H]2C[C@H]21
* HOMO-LUMO gap: 10.28 eV
* relative energy (zero: lowest compared OMol25 entry of this formula, charge and spin): 258.3 kJ/mol

***

5.
Density functional theory data (wB97M-V/def2-TZVPD) for C12H20F12N2O13S4V as an isolated structure in a non-equilibrium geometry.

```
64
Properties=species:S:1:pos:R:3:lowdin_charge:R:1
O 11.12 -4.10 24.55 -0.228
V 12.63 -4.24 25.05 1.030
C 10.38 -4.98 28.10 -0.674
F 10.01 -3.70 28.09 0.166
F 10.00 -5.47 29.24 0.198
F 9.77 -5.58 27.11 0.156
S 12.30 -5.30 27.85 0.757
O 12.84 -3.95 27.71 -0.324
O 12.80 -6.11 28.97 -0.233
N 12.34 -5.90 26.23 -0.378
S 12.19 -7.48 26.45 0.593
O 13.45 -8.14 26.61 -0.262
O 11.23 -7.92 27.41 -0.254
C 11.43 -7.97 24.70 -0.702
F 10.75 -6.98 24.37 0.201
F 12.37 -8.32 23.89 0.186
F 10.61 -9.05 24.86 0.139
C 13.94 -1.21 27.91 -0.537
F 15.03 -1.96 27.55 0.094
F 13.23 -1.88 28.84 0.108
F 14.26 0.02 28.40 0.142
S 12.84 -1.02 26.29 0.701
O 11.48 -1.33 26.67 -0.280
O 13.00 0.37 25.94 -0.261
N 13.41 -2.27 25.18 -0.383
S 14.39 -1.50 24.16 0.634
O 15.27 -0.49 24.75 -0.283
O 15.16 -2.47 23.35 -0.318
C 13.31 -0.60 22.78 -0.572
F 13.91 0.56 22.52 0.154
F 13.36 -1.34 21.65 0.118
F 12.04 -0.45 23.26 0.118
C 9.71 -3.82 18.81 -0.102
O 9.60 -3.90 20.22 -0.225
C 8.27 -3.80 20.75 -0.165
C 7.44 -5.12 20.84 -0.155
O 7.84 -6.14 21.81 -0.203
C 7.83 -5.68 23.18 -0.088
H 9.40 -2.83 18.49 0.086
H 9.15 -4.63 18.33 0.088
H 10.72 -3.85 18.41 0.084
H 7.72 -3.00 20.26 0.124
H 8.46 -3.45 21.76 0.113
H 7.35 -5.66 19.90 0.118
H 6.41 -4.84 21.08 0.114
H 8.05 -6.54 23.82 0.087
H 6.87 -5.19 23.34 0.091
H 8.64 -4.97 23.34 0.055
C 11.70 -5.17 21.71 -0.016
O 12.60 -5.37 22.84 -0.278
C 13.91 -5.66 22.40 -0.164
C 14.78 -6.18 23.58 -0.200
O 14.71 -5.21 24.55 -0.269
C 15.70 -5.46 25.54 -0.032
H 12.06 -4.38 21.05 0.103
H 10.76 -4.88 22.18 0.070
H 11.69 -6.18 21.29 0.112
H 14.35 -4.75 22.00 0.131
H 13.91 -6.46 21.66 0.136
H 15.74 -6.30 23.08 0.140
H 14.56 -7.21 23.86 0.127
H 16.68 -5.27 25.09 0.110
H 15.67 -6.49 25.91 0.103
H 15.56 -4.73 26.34 0.099
```

* HOMO (spin up / spin down): -10.04 / -10.04 eV
* total charge: 0
* spin multiplicity: 2
* HOMO-LUMO gap (spin up / spin down): 7.69 / 8.18 eV
* relative energy (zero: lowest compared OMol25 entry of this formula, charge and spin): 405.2 kJ/mol